#i
C4H12 | ωB97M-V with the def2-TZVPD basis set

Computed properties:
HOMO-LUMO gap (spin up / spin down), eV: 2.84 / 11.65
Highest occupied orbital energy (spin up / spin down), eV: 1.55 / -7.19
Charge: -1
Expectation value of S²: 0.750
Multiplicity: 2

Cartesian coordinates (Å):
C (-0.646, -0.304, -2.144)
C (-0.065, 1.077, -1.874)
H (-1.332, -0.313, -2.992)
H (0.169, -1.015, -2.317)
H (-1.150, -0.703, -1.263)
H (0.588, 1.416, -2.690)
H (-0.766, 1.915, -1.993)
H (0.324, 1.135, -0.861)
C (0.701, -0.876, 1.488)
C (0.086, 0.030, 2.521)
H (-0.093, -1.492, 1.033)
H (1.242, -0.299, 0.746)
H (1.216, -1.736, 1.931)
H (0.758, 0.642, 3.150)
H (-0.647, -0.391, 3.209)
H (-0.384, 0.913, 2.055)

***

#ii
C4H12 | ωB97M-V with the def2-TZVPD basis set

Computed properties:
HOMO-LUMO gap (spin up / spin down), eV: 2.74 / 11.35
Highest occupied orbital energy (spin up / spin down), eV: 1.47 / -7.13
Charge: -1
Expectation value of S²: 0.750
Multiplicity: 2

Cartesian coordinates (Å):
C (0.479, 2.146, 1.304)
C (0.890, 0.731, 1.858)
H (0.921, 2.424, 0.290)
H (-0.629, 2.112, 1.332)
H (0.830, 3.071, 1.891)
H (0.108, -0.024, 1.681)
H (0.762, 0.952, 2.945)
H (1.998, 0.481, 1.408)
C (-0.767, -2.236, -1.357)
C (-0.558, -0.800, -1.845)
H (-0.576, -2.534, -0.213)
H (-1.736, -2.589, -1.753)
H (0.035, -2.845, -1.742)
H (-1.627, -0.214, -1.807)
H (-0.119, -0.686, -2.801)
H (-0.011, 0.013, -1.190)

***

It is #i that is the most stable of them.

***

#i
C15H29N3O2S | ωB97M-V with the def2-TZVPD basis set

Computed properties:
HOMO-LUMO gap, eV: 8.58
Highest occupied orbital energy, eV: -8.07
Charge: 0

Cartesian coordinates (Å):
C (3.421, 1.130, -3.267)
C (2.699, 0.047, -3.049)
C (1.334, -0.188, -3.623)
N (0.371, -0.435, -2.573)
C (0.038, -1.673, -2.181)
S (0.375, -3.049, -3.025)
N (-0.753, -1.791, -1.063)
N (-0.898, -0.769, -0.132)
C (0.090, -0.414, 0.743)
O (1.163, -0.972, 0.760)
C (-0.314, 0.683, 1.716)
H (-1.257, 1.130, 1.402)
C (-0.474, 0.044, 3.105)
C (-1.668, -0.913, 3.221)
H (-1.380, -1.746, 3.866)
C (-2.934, -0.286, 3.821)
C (-3.513, 0.826, 2.950)
H (-4.441, 1.192, 3.382)
H (-3.731, 0.453, 1.950)
H (-2.827, 1.666, 2.875)
C (-3.987, -1.372, 4.037)
H (-4.272, -1.819, 3.087)
H (-4.878, -0.955, 4.500)
H (-3.603, -2.158, 4.683)
H (-2.674, 0.140, 4.796)
H (-1.905, -1.335, 2.243)
H (-0.570, 0.835, 3.852)
H (0.448, -0.499, 3.319)
C (0.787, 1.750, 1.748)
H (0.577, 2.469, 2.541)
H (1.728, 1.247, 1.985)
C (0.954, 2.510, 0.417)
C (2.202, 3.394, 0.499)
H (2.086, 4.146, 1.274)
H (3.080, 2.792, 0.728)
H (2.365, 3.892, -0.454)
C (-0.268, 3.371, 0.092)
H (-0.073, 3.951, -0.806)
H (-0.483, 4.048, 0.913)
H (-1.138, 2.749, -0.096)
O (1.089, 1.589, -0.659)
H (1.917, 1.103, -0.546)
H (-1.765, -0.250, -0.178)
H (-0.800, -2.737, -0.699)
H (0.270, 0.324, -1.906)
H (1.347, -1.077, -4.263)
H (1.004, 0.676, -4.205)
H (3.060, -0.747, -2.410)
H (4.400, 1.261, -2.836)
H (3.070, 1.926, -3.903)

***

#ii
C15H29N3O2S | ωB97M-V with the def2-TZVPD basis set

Computed properties:
HOMO-LUMO gap, eV: 8.22
Highest occupied orbital energy, eV: -7.90
Charge: 0

Cartesian coordinates (Å):
C (-3.226, -2.118, 1.205)
C (-4.363, -1.887, 0.576)
C (-4.684, -0.662, -0.225)
N (-3.554, 0.214, -0.371)
C (-3.635, 1.541, -0.265)
S (-5.022, 2.394, 0.036)
N (-2.487, 2.265, -0.470)
N (-1.183, 1.834, -0.164)
C (-0.535, 0.783, -0.702)
O (-1.044, -0.023, -1.462)
C (0.907, 0.705, -0.210)
H (0.879, 0.805, 0.879)
C (1.522, -0.651, -0.565)
C (0.868, -1.792, 0.213)
H (-0.167, -1.897, -0.112)
C (1.576, -3.139, 0.042)
C (0.931, -4.174, 0.963)
H (0.982, -3.853, 2.002)
H (1.437, -5.133, 0.877)
H (-0.115, -4.312, 0.697)
C (1.520, -3.625, -1.404)
H (1.941, -4.625, -1.483)
H (2.083, -2.969, -2.062)
H (0.489, -3.657, -1.749)
H (2.627, -3.022, 0.332)
H (0.864, -1.536, 1.277)
H (2.591, -0.626, -0.339)
H (1.395, -0.816, -1.635)
C (1.702, 1.889, -0.802)
H (2.594, 1.515, -1.304)
H (1.095, 2.397, -1.553)
C (2.144, 2.926, 0.246)
C (2.688, 4.170, -0.463)
H (3.049, 4.897, 0.263)
H (3.509, 3.903, -1.121)
H (1.903, 4.635, -1.056)
C (3.217, 2.347, 1.173)
H (3.500, 3.079, 1.928)
H (4.103, 2.084, 0.602)
H (2.852, 1.458, 1.679)
O (0.986, 3.278, 1.005)
H (1.233, 3.958, 1.641)
H (-0.649, 2.456, 0.438)
H (-2.616, 3.262, -0.361)
H (-2.721, -0.168, -0.822)
H (-5.484, -0.095, 0.266)
H (-5.060, -0.968, -1.212)
H (-5.167, -2.609, 0.610)
H (-3.064, -3.023, 1.764)
H (-2.412, -1.413, 1.195)

***

It is #i that is the most stable of them.

***

#i
C7H12Si | ωB97M-V with the def2-TZVPD basis set

Computed properties:
HOMO-LUMO gap, eV: 8.56
Highest occupied orbital energy, eV: -8.75
Charge: 0

Cartesian coordinates (Å):
C (3.700, 1.241, 0.815)
C (2.680, 0.862, 0.304)
C (-1.198, 2.948, -0.070)
C (-0.578, 2.084, -0.862)
C (0.383, -2.400, -0.918)
C (-0.482, -0.133, 1.599)
C (-0.369, -1.115, -1.342)
Si (-0.094, 0.400, -0.208)
H (4.525, 1.741, 1.331)
H (-1.610, 3.834, -0.368)
H (-1.416, 2.718, 1.026)
H (-0.142, 2.349, -1.830)
H (0.294, -3.170, -1.696)
H (1.374, -2.296, -0.562)
H (-0.103, -2.780, 0.021)
H (-1.395, -0.849, 1.642)
H (0.387, -0.667, 2.039)
H (-0.714, 0.706, 2.246)
H (-1.454, -1.345, -1.471)
H (0.030, -0.876, -2.426)

***

#ii
C7H12Si | ωB97M-V with the def2-TZVPD basis set

Computed properties:
HOMO-LUMO gap, eV: 8.06
Highest occupied orbital energy, eV: -7.79
Charge: 0

Cartesian coordinates (Å):
C (-0.638, 1.577, -0.348)
C (-0.451, -1.118, -0.670)
C (0.736, 0.829, -0.184)
C (0.739, -0.643, -0.383)
C (1.913, 1.581, 0.242)
C (2.008, -1.437, -0.158)
C (-2.951, -0.434, 0.721)
Si (-1.831, 0.158, -0.659)
H (-0.580, 2.602, -0.119)
H (-0.693, -2.138, -0.813)
H (1.860, 1.769, 1.393)
H (1.904, 2.669, -0.214)
H (2.868, 1.003, 0.101)
H (2.915, -1.002, -0.625)
H (1.905, -2.449, -0.398)
H (2.110, -1.582, 0.877)
H (-3.907, -0.065, 1.078)
H (-3.119, -1.446, 0.452)
H (-2.384, -0.395, 1.720)
H (-2.404, 0.519, -2.015)

***

It is #ii that is the most stable of them.